# 1
{"formula": "C3HClFNO", "method": "ωB97M-V with the def2-TZVPD basis set", "elements": ["F", "C", "O", "N", "C", "C", "Cl", "H"], "positions_angstrom": [[0.233575, 2.262323, -0.044071], [-0.168574, 1.005138, 0.015663], [-1.449807, 0.681098, 0.080015], [-1.463760, -0.697377, -0.058570], [-0.242815, -1.106365, -0.017062], [0.653140, -0.020209, -0.016140], [2.370120, 0.066251, 0.011267], [0.068119, -2.190857, 0.028895]], "atomic_forces_ev_per_a": [[-1.06, -0.12, 0.27], [0.30, 2.48, 0.07], [0.80, 0.50, -0.98], [-1.37, -1.14, 0.92], [1.28, -1.85, -0.15], [1.33, -1.06, 0.26], [-0.40, -0.22, -0.07], [-0.87, 1.40, -0.32]], "lowdin_charge": [0.15, -0.41, 0.08, 0.07, -0.14, -0.62, 0.71, 0.15], "lumo_energy_ev": 0.7, "homo_lumo_gap_ev": 10.692, "multiplicity": 1, "smiles": "Fc1oncc1Cl"}

***

# 2
{"formula": "C5Hf2I2O15Rb4", "method": "ωB97M-V with the def2-TZVPD basis set", "elements": ["Hf", "Hf", "Rb", "Rb", "Rb", "Rb", "C", "O", "O", "O", "C", "O", "O", "O", "C", "O", "O", "O", "C", "O", "O", "O", "C", "O", "O", "O", "I", "I"], "positions_angstrom": [[7.554600, 9.791356, 9.206862], [6.357241, 6.732426, 5.336835], [11.168012, 14.143477, 6.437474], [12.302983, 8.095366, 5.663856], [12.498146, 10.322768, 11.410812], [10.268643, 4.387386, 8.551163], [8.059630, 3.171325, 10.886685], [5.459644, 7.966563, 4.022196], [7.141668, 8.038132, 8.531031], [9.347949, 9.008459, 9.550586], [5.810443, 14.936030, 8.581589], [5.499750, 5.085509, 6.142793], [6.671987, 14.098322, 8.943679], [5.348430, 15.842845, 8.039907], [2.512258, 8.028643, 12.083345], [2.778809, 9.178852, 12.165724], [6.735705, 11.012080, 7.383660], [6.581839, 11.002486, 10.732644], [11.188010, 3.940219, 4.260800], [7.237895, 5.701205, 3.646179], [10.907035, 2.870916, 4.677881], [5.401519, 8.156007, 6.395308], [9.264405, 7.148156, 5.349587], [8.147872, 7.786868, 5.692286], [9.383559, 7.216144, 4.057700], [10.140221, 6.660537, 6.196842], [12.896595, 12.259185, 8.873709], [10.445104, 11.014797, 5.552465]], "atomic_forces_ev_per_a": [[-0.93, 3.16, -0.50], [-0.02, -0.13, -0.34], [-0.03, -0.08, 0.10], [-0.16, 0.35, -0.28], [-0.35, -0.15, 0.09], [-0.40, 0.52, -0.55], [-0.02, 0.02, -0.03], [-0.44, 0.13, 2.66], [0.34, -0.63, 0.21], [-1.79, 0.27, -0.24], [6.83, -3.91, 0.67], [1.28, 0.95, -1.28], [-5.45, 4.01, -1.22], [-1.33, -0.10, 0.53], [1.41, 6.01, 0.42], [-1.40, -6.01, -0.43], [1.04, -0.94, 2.90], [1.55, -2.08, -2.98], [-1.27, -5.02, 1.91], [-0.21, 0.03, 1.51], [1.26, 5.12, -1.88], [-0.19, 0.06, -1.88], [0.37, 1.12, -1.68], [0.65, -1.76, 1.77], [1.02, -1.46, 1.97], [-1.89, 0.40, -1.29], [0.23, 0.24, -0.12], [-0.09, -0.13, -0.05]], "lowdin_charge": [1.42, 1.32, 0.49, 0.72, 0.62, 0.77, 0.11, -0.32, -0.38, -0.55, -0.31, -0.54, 0.10, 0.21, 0.04, -0.04, -0.31, -0.60, 0.10, -0.29, -0.02, -0.36, -0.88, -0.21, -0.03, -0.34, -0.43, -0.29], "lumo_energy_ev": -4.2, "homo_lumo_gap_ev": 3.131, "multiplicity": 1}

***

# 3
{"formula": "C32H36IN3O2Pt", "method": "ωB97M-V with the def2-TZVPD basis set", "elements": ["Pt", "C", "C", "N", "C", "C", "C", "O", "C", "C", "N", "C", "C", "C", "C", "C", "C", "I", "C", "O", "H", "H", "H", "H", "H", "H", "H", "H", "H", "H", "H", "H", "C", "C", "C", "C", "C", "C", "C", "C", "N", "C", "C", "C", "C", "C", "C", "C", "C", "C", "C", "H", "H", "H", "H", "H", "H", "H", "H", "H", "H", "H", "H", "H", "H", "H", "H", "H", "H", "H", "H", "H", "H", "H", "H"], "positions_angstrom": [[0.683547, -0.578040, -0.750864], [1.828810, 2.120552, 2.851293], [2.736637, 2.186588, 1.687113], [3.693135, 3.123225, 1.683736], [4.385049, 3.297807, 0.592587], [4.188879, 2.578860, -0.627977], [5.106023, 2.868342, -1.789495], [4.380799, 3.219562, -2.951603], [3.241607, 1.540014, -0.663551], [3.027341, 0.851415, -1.863481], [2.229321, -0.311359, -2.019552], [2.469218, -1.091002, -3.086220], [3.693652, -1.040195, -3.834613], [3.926917, -1.908968, -4.867171], [2.960718, -2.844884, -5.244272], [1.731647, -2.898993, -4.574922], [1.496749, -2.049567, -3.527451], [-0.382827, -2.001444, -2.624304], [2.536097, 1.289031, 0.578222], [1.698892, 0.340789, 0.743315], [2.205363, 2.748963, 3.653593], [1.706409, 1.088780, 3.184671], [0.837616, 2.472949, 2.555490], [5.188526, 4.025101, 0.641660], [5.669820, 1.959354, -2.028799], [5.831279, 3.636917, -1.513877], [4.285436, 4.177636, -3.004361], [3.384231, 1.306768, -2.777356], [4.454642, -0.334776, -3.545126], [4.866749, -1.869479, -5.397337], [3.145915, -3.518416, -6.067739], [0.977335, -3.597659, -4.905014], [1.075837, -4.776766, 2.260731], [-0.081186, -3.825729, 2.169345], [-1.259996, -4.060510, 2.887087], [-2.350446, -3.183854, 2.825588], [-3.602390, -3.464219, 3.603637], [-2.260631, -2.057687, 2.035884], [-1.087534, -1.773196, 1.278825], [-0.007012, -2.699779, 1.381741], [-0.944650, -0.705770, 0.478132], [-1.963696, 0.374169, 0.382508], [-2.214783, 1.007771, 1.760002], [-3.257298, 2.123436, 1.634207], [-4.549722, 1.544519, 1.056399], [-4.288978, 0.978565, -0.340610], [-3.754070, 2.081563, -1.253682], [-2.455425, 2.630213, -0.664589], [-2.726213, 3.224471, 0.716342], [-1.435763, 1.490689, -0.539958], [-3.263769, -0.156676, -0.243611], [0.875583, -5.573315, 2.972582], [1.979502, -4.258768, 2.579200], [1.277323, -5.235294, 1.292859], [-1.331047, -4.943703, 3.507927], [-3.509520, -4.376798, 4.186880], [-4.456091, -3.575938, 2.935274], [-3.822352, -2.645689, 4.288582], [-3.118795, -1.403678, 1.990892], [0.915156, -2.496182, 0.842812], [-1.268434, 1.402190, 2.136257], [-2.559001, 0.273630, 2.490619], [-3.448695, 2.529099, 2.630305], [-5.309772, 2.325433, 0.998999], [-4.942944, 0.766148, 1.714083], [-5.214755, 0.571362, -0.752876], [-4.489734, 2.882301, -1.346524], [-3.578110, 1.688677, -2.258403], [-2.037771, 3.393220, -1.326182], [-3.450850, 4.036787, 0.639280], [-1.808635, 3.651734, 1.131981], [-0.495665, 1.889505, -0.135412], [-1.236637, 1.088890, -1.540981], [-3.040530, -0.547081, -1.243810], [-3.686036, -0.981609, 0.331082]], "atomic_forces_ev_per_a": [[-0.25, 0.00, -0.47], [0.09, -0.07, 0.08], [-0.04, -0.10, 0.06], [0.04, 0.13, 0.13], [0.03, -0.02, 0.00], [0.03, -0.07, 0.00], [0.06, -0.06, -0.01], [-0.04, 0.12, -0.11], [-0.08, 0.04, -0.20], [0.18, 0.04, 0.11], [0.03, -0.25, -0.31], [-0.02, 0.07, 0.25], [-0.07, -0.02, 0.01], [0.02, 0.08, 0.08], [-0.02, 0.01, 0.01], [-0.06, 0.11, 0.19], [0.00, -0.12, -0.17], [0.18, 0.19, 0.26], [0.17, -0.08, -0.12], [-0.30, 0.15, 0.06], [0.00, -0.02, -0.04], [-0.03, 0.00, 0.01], [-0.08, 0.01, -0.01], [0.04, 0.03, -0.02], [-0.01, 0.09, 0.06], [-0.04, -0.03, -0.01], [-0.01, -0.07, -0.01], [-0.01, -0.03, 0.07], [0.07, 0.06, 0.02], [0.05, 0.01, -0.01], [0.01, -0.03, -0.04], [-0.06, -0.04, 0.00], [0.03, -0.04, 0.00], [0.01, 0.12, -0.07], [-0.01, 0.07, -0.05], [0.06, 0.11, -0.09], [-0.05, -0.01, 0.02], [-0.24, -0.16, 0.20], [-0.01, -0.13, 0.12], [0.15, -0.13, 0.03], [0.19, -0.04, -0.01], [0.11, -0.01, -0.08], [-0.13, 0.00, 0.18], [0.04, 0.07, 0.07], [-0.03, 0.06, -0.02], [-0.05, -0.04, -0.09], [0.00, -0.01, 0.01], [0.03, 0.03, -0.01], [0.02, -0.02, 0.02], [0.01, 0.04, 0.02], [-0.14, -0.04, -0.05], [0.00, -0.02, 0.02], [0.04, 0.01, 0.01], [0.01, -0.02, -0.03], [0.00, -0.04, 0.03], [-0.01, -0.02, 0.02], [-0.03, 0.00, 0.00], [-0.02, 0.01, 0.02], [0.18, -0.22, 0.08], [-0.10, -0.02, 0.05], [0.08, 0.05, 0.02], [0.09, 0.21, -0.09], [0.00, 0.00, -0.02], [-0.03, 0.01, 0.01], [-0.03, -0.05, 0.05], [0.01, 0.02, 0.01], [-0.01, 0.02, 0.00], [0.00, -0.02, -0.04], [-0.02, -0.01, 0.01], [-0.02, 0.01, 0.00], [0.02, 0.01, 0.02], [-0.05, -0.04, -0.02], [0.00, 0.01, 0.05], [0.00, 0.00, -0.05], [0.02, 0.11, -0.18]], "lowdin_spin": [0.12, 0.03, 0.24, 0.13, 0.20, 0.26, 0.03, 0.02, 0.07, 0.42, 0.37, 0.09, 0.15, 0.00, 0.22, 0.01, 0.14, 0.02, 0.17, 0.24, 0.00, 0.01, 0.01, 0.01, 0.01, 0.00, 0.00, 0.02, 0.01, 0.00, 0.01, 0.00, -0.01, 0.00, 0.20, 0.00, -0.01, 0.13, 0.06, 0.14, 0.39, 0.03, 0.02, 0.00, 0.00, 0.00, 0.00, 0.00, 0.00, 0.00, 0.02, 0.00, 0.00, 0.00, 0.01, 0.00, 0.00, 0.00, 0.00, 0.01, 0.00, 0.00, 0.00, 0.00, 0.00, 0.00, 0.00, 0.00, 0.00, 0.00, 0.00, 0.00, 0.00, 0.00, 0.00], "lumo_energy_ev": [-6.1, -9.1], "charge": 2, "homo_lumo_gap_ev": [6.805, 5.028], "s2": 6.100, "multiplicity": 5}

***

Ordered electronic energy results: -21902.363, -57307.821, -53664.319; unit eV.